--- P ---
ORCA calculation (the ωB97M-V functional and the def2-TZVPD basis) on 3 unconnected molecules or ions with the total composition C6H16O2.

```
! wB97M-V def2-TZVPD RIJCOSX def2/J DEFGRID3
* xyz 0 1
C 1.6479 -0.5773 1.1031
C 0.3854 0.2629 1.3494
C -0.0917 0.8992 0.0484
C -0.8915 0.2149 -0.7537
C 0.3942 2.2953 -0.3353
C 1.8518 2.4116 -0.7782
H 2.4152 0.0592 0.6738
H 1.4319 -1.3378 0.3611
H 2.0437 -0.9915 2.0274
H -0.4604 -0.2832 1.7555
H 0.5899 1.0188 2.1153
H -1.1868 -0.7984 -0.4874
H -1.3428 0.5338 -1.6832
H 0.2596 2.9444 0.5374
H -0.2863 2.6302 -1.1107
H 2.4825 1.9522 -0.0197
H 2.0805 3.4609 -0.9556
H 2.0936 1.8405 -1.6622
H -4.6535 -0.3819 1.4601
H -5.8267 -1.1834 0.7828
O -5.4878 -0.8296 1.6055
H 1.0921 -4.5486 -1.2656
H 0.9248 -5.0769 -2.7222
O 0.5344 -4.5156 -2.0461
*
```

## Properties
HOMO level ... -9.3 eV
HOMO-LUMO gap ... 10.1 eV
Structure (SMILES) ... C=C(CC)CC.O.O
LUMO energy ... 0.7 eV



--- Q ---
ORCA calculation (the ωB97M-V functional and the def2-TZVPD basis) on 4 unconnected molecules or ions with the total composition C6H16O2.

```
! wB97M-V def2-TZVPD RIJCOSX def2/J DEFGRID3
* xyz 0 1
C 2.2687 -1.3315 1.7677
C 1.6044 -1.4894 0.4045
C 0.9703 -0.2393 -0.1394
C -0.3112 -0.0806 0.6732
C -0.3095 0.9467 1.6037
C -1.3737 -0.9707 0.5506
H 2.8874 -2.1733 2.1020
H 2.9994 -0.5271 1.7187
H 1.4809 -1.1026 2.4854
H 0.6849 -2.2318 0.5060
H 2.2792 -1.9560 -0.3027
H 0.6732 -0.3940 -1.1919
H 1.5629 0.6580 -0.0824
H -1.0539 0.9073 2.4020
H 0.5642 1.5672 1.7882
H 0.2866 -3.1038 0.4327
H -1.4477 -1.6485 -0.2908
H -2.3057 -0.9077 1.0990
H -2.7863 2.4446 -0.5714
H -1.5830 1.7591 0.0392
O -1.9053 2.1245 -0.7947
H -1.2237 1.0497 -3.8013
H -0.4717 1.4244 -2.5444
O -0.4940 0.7682 -3.2509
*
```

## Properties
HOMO level ... -6.6 eV
HOMO-LUMO gap ... 4.7 eV
LUMO energy ... -1.9 eV



--- R ---
ORCA calculation (the ωB97M-V functional and the def2-TZVPD basis) on 3 unconnected molecules or ions with the total composition C6H16O2.

```
! wB97M-V def2-TZVPD RIJCOSX def2/J DEFGRID3
* xyz 0 1
C -0.1699 -2.7796 -1.6330
C 0.0988 -1.4242 -0.9444
C -0.9395 -0.8414 0.0174
C -1.9233 0.1693 -0.7233
C -1.0808 2.4201 -0.0882
C -1.1348 1.3965 -0.9395
H 0.5324 -2.9262 -2.4390
H -1.2428 -2.7937 -1.8441
H 0.0375 -3.6474 -1.0112
H 1.0346 -1.5969 -0.4093
H 0.3370 -0.7053 -1.7162
H -0.4841 -0.2193 0.7992
H -1.5919 -1.6313 0.3862
H -2.8391 0.1867 -0.0214
H -2.3125 -0.3750 -1.5821
H -1.6699 2.2827 0.8053
H -0.5754 3.3459 -0.2709
H -0.7427 1.3930 -1.9492
H 0.9529 3.8573 1.1036
H 1.5258 2.5505 0.1974
O 1.3714 3.0100 1.0209
H 4.0121 -0.9977 4.2822
H 3.0380 -0.0296 3.5359
O 3.7662 -0.6445 3.4239
*
```

## Properties
HOMO level ... -9.3 eV
HOMO-LUMO gap ... 10.1 eV
Structure (SMILES) ... C=CCCCC.O.O
LUMO energy ... 0.8 eV



--- S ---
ORCA calculation (the ωB97M-V functional and the def2-TZVPD basis) on 3 unconnected molecules or ions with the total composition C6H16O2.

```
! wB97M-V def2-TZVPD RIJCOSX def2/J DEFGRID3
* xyz 0 1
C 1.4855 1.0745 -2.2918
C 0.8242 -0.1660 -1.6572
C -0.5723 0.0862 -1.0079
C -1.5211 0.9011 -1.4801
C -2.8381 1.3829 -0.9591
C -0.7080 -0.7751 0.1908
H 0.6836 1.7593 -2.5902
H 2.1221 1.4116 -1.4692
H 2.0833 0.9212 -3.1844
H 1.3383 -0.5686 -0.7904
H 0.6975 -0.9121 -2.4412
H -1.2444 1.3339 -2.4413
H -3.1499 2.3287 -1.3860
H -2.7619 1.6450 0.1215
H -3.6103 0.6223 -1.0910
H -0.4960 -1.8001 -0.0777
H -0.1166 -0.3824 1.0856
H -1.6575 -0.8341 0.7446
H -0.9839 0.6898 5.0112
H -0.9631 0.0332 3.6538
O -0.4147 0.1680 4.4370
H 2.7887 -1.7996 1.9732
H 3.8345 -1.8084 0.9603
O 3.0891 -2.3564 1.2386
*
```

## Properties
HOMO level ... -8.8 eV
HOMO-LUMO gap ... 9.4 eV
Structure (SMILES) ... C/C=C(\C)CC.O.O
LUMO energy ... 0.6 eV



Which of them is the least stable? Correct choice: Q.



--- P ---
ORCA calculation (the ωB97M-V functional and the def2-TZVPD basis) on 2 unconnected molecules or ions with the total composition CH3OS2.

```
! wB97M-V def2-TZVPD RIJCOSX def2/J DEFGRID3
* xyz -1 1
C 1.0872 0.0438 -0.1470
O -1.5690 -0.8189 1.3099
S -2.1768 1.2069 -0.7615
S -1.4118 -0.5348 -0.1505
H 1.0540 0.0516 0.8808
H 1.4278 0.9382 -0.5813
H 1.5887 -0.8868 -0.5504
*
```

## Properties
HOMO level (alpha / beta) ... -3.1 / -2.7 eV
HOMO-LUMO gap (alpha / beta) ... 6.9 / 6.6 eV
LUMO energy (alpha / beta) ... 3.9 / 3.9 eV



--- Q ---
ORCA calculation (the ωB97M-V functional and the def2-TZVPD basis) on 2 unconnected molecules or ions with the total composition CH3OS2.

```
! wB97M-V def2-TZVPD RIJCOSX def2/J DEFGRID3
* xyz -1 1
C -2.1351 0.2969 0.0425
O 2.6768 -1.9957 -0.3000
S 2.9425 0.9208 -0.5233
S 2.6477 -0.7403 0.5849
H -2.9903 0.7518 0.4517
H -1.8115 0.6844 -0.8886
H -1.3301 0.0820 0.6329
*
```

## Properties
HOMO level (alpha / beta) ... -3.8 / -2.4 eV
HOMO-LUMO gap (alpha / beta) ... 7.7 / 5.1 eV
LUMO energy (alpha / beta) ... 3.8 / 2.7 eV



Which of them is the least stable? Correct choice: Q.